[1]
Molecular formula: C43H88BBr2F4N8O13S
Method: DFT, the ωB97M-V functional and the def2-TZVPD basis

Geometry as ORCA input:
```
! wB97M-V def2-TZVPD RIJCOSX def2/J DEFGRID3
* xyz 1 1
C 1.302 -3.711 1.632
C 1.140 -3.707 0.019
C 1.555 -2.252 -0.579
O 0.349 -1.670 -1.112
C 0.485 -0.335 -1.616
C 1.928 0.329 -1.539
C 2.968 -0.154 -2.701
C 4.503 0.039 -2.285
C 5.458 -0.716 -3.340
O 5.143 -2.131 -3.444
C 5.033 -2.528 -4.811
C 3.598 -3.113 -5.239
O 5.967 -2.440 -5.621
N -0.054 -0.422 -3.045
C -0.330 0.913 -3.661
C -0.630 0.825 -5.251
C 0.712 1.332 -6.006
F 0.560 1.233 -7.439
C -1.498 1.605 -2.813
C -2.936 0.899 -2.880
C -3.785 1.169 -4.208
C -5.235 0.458 -3.977
C -5.189 -1.128 -4.128
S -5.025 -1.693 -5.914
O -3.618 -2.230 -6.101
O -5.955 -2.839 -6.185
O -5.310 -0.351 -6.863
N -1.115 1.741 -1.401
B -0.764 3.093 -0.922
O -1.816 3.847 -0.244
C 0.641 3.901 -1.076
C 0.586 5.380 -0.411
C -0.569 0.565 -0.730
C 0.029 0.754 0.733
C -1.115 1.011 1.868
C -1.457 -0.285 2.723
F -2.688 0.019 3.416
Br -1.832 -1.912 1.658
C -0.371 -0.571 3.909
F -0.219 -1.941 4.193
F 0.852 0.101 3.656
Br -1.090 0.271 5.586
H 1.000 -2.690 2.057
H 2.416 -3.829 1.897
H 0.684 -4.567 2.054
H 0.037 -3.897 -0.188
H 1.751 -4.553 -0.429
H 2.337 -2.486 -1.389
H 2.011 -1.689 0.310
H 2.422 0.318 -0.514
H 1.774 1.449 -1.774
H 2.784 0.541 -3.602
H 2.770 -1.215 -3.059
H 4.771 1.154 -2.373
H 4.736 -0.248 -1.206
H 6.567 -0.649 -3.044
H 5.390 -0.263 -4.385
H 2.848 -2.290 -5.007
H 3.379 -4.040 -4.619
H 3.548 -3.331 -6.358
H 0.556 -1.021 -3.648
H -0.931 -0.982 -2.946
H 0.583 1.610 -3.580
H -0.898 -0.253 -5.521
H -1.440 1.565 -5.580
H 1.651 0.821 -5.623
H 0.754 2.464 -5.799
H -1.626 2.667 -3.246
H -2.935 -0.227 -2.699
H -3.550 1.348 -2.015
H -3.367 0.700 -5.155
H -3.930 2.293 -4.412
H -5.488 0.669 -2.871
H -6.055 0.962 -4.579
H -4.303 -1.620 -3.596
H -6.120 -1.648 -3.697
H -4.421 0.063 -7.012
H -2.645 3.596 -0.720
H 1.064 3.908 -2.133
H 1.399 3.321 -0.424
H -0.035 6.117 -1.011
H 1.665 5.783 -0.438
H 0.311 5.326 0.694
H -1.454 -0.171 -0.584
H 0.462 -0.275 1.024
H 0.907 1.467 0.821
H -2.039 1.363 1.283
H -0.802 1.891 2.538
C -0.479 -4.888 5.429
C -0.553 -6.384 5.583
O 0.338 -7.121 5.187
N -1.655 -6.911 6.184
C -2.807 -6.216 6.716
H 0.455 -4.622 4.934
H -1.309 -4.532 4.816
H -0.499 -4.408 6.410
H -1.631 -7.919 6.250
H -2.893 -6.456 7.778
H -3.697 -6.578 6.197
H -2.730 -5.138 6.593
C 7.608 3.334 -1.017
C 6.236 3.778 -1.449
O 5.229 3.501 -0.805
N 6.130 4.507 -2.591
C 7.185 4.936 -3.487
H 7.528 2.764 -0.091
H 8.054 2.692 -1.780
H 8.244 4.202 -0.833
H 5.178 4.767 -2.814
H 7.165 6.027 -3.538
H 6.977 4.528 -4.478
H 8.169 4.607 -3.160
C -3.868 2.986 9.408
C -3.274 2.044 8.398
O -2.084 2.077 8.098
N -4.096 1.135 7.811
C -5.514 0.935 8.026
H -3.089 3.648 9.786
H -4.644 3.596 8.942
H -4.282 2.424 10.248
H -3.624 0.540 7.146
H -5.664 -0.090 8.367
H -6.027 1.073 7.070
H -5.923 1.626 8.760
C -3.351 -2.169 9.429
C -4.786 -2.180 9.884
O -5.443 -1.150 9.988
N -5.354 -3.378 10.183
C -4.754 -4.695 10.125
H -3.044 -1.142 9.229
H -2.706 -2.576 10.210
H -3.244 -2.747 8.509
H -6.316 -3.303 10.479
H -5.337 -5.308 9.434
H -4.803 -5.138 11.122
H -3.718 -4.661 9.795
C -1.639 -4.351 -4.744
C -0.165 -4.591 -4.602
O 0.598 -3.728 -4.172
N 0.322 -5.804 -4.966
C -0.403 -6.942 -5.490
H -1.873 -3.338 -4.414
H -1.937 -4.450 -5.789
H -2.198 -5.054 -4.122
H 1.321 -5.888 -4.841
H -0.248 -7.788 -4.817
H 0.008 -7.189 -6.471
H -1.469 -6.744 -5.584
C 4.608 7.973 -3.629
C 3.495 7.530 -2.723
O 2.809 6.545 -2.976
N 3.260 8.251 -1.596
C 3.953 9.431 -1.124
H 4.669 7.295 -4.481
H 4.416 8.981 -4.002
H 5.558 7.941 -3.091
H 2.498 7.888 -1.040
H 4.368 9.214 -0.137
H 3.227 10.242 -1.033
H 4.753 9.735 -1.795
*
```

* molecular weight: 1203.90 g/mol
* HOMO-LUMO gap: 8.23 eV
* E_HOMO: -10.33 eV

Mulliken atomic charge list, values in e, 5 entries: atom 1 (C): -0.93, atom 2 (C): -0.49, atom 3 (C): 0.41, atom 4 (O): -0.59, atom 5 (C): -0.01

---

[2]
Molecular formula: C43H92F11INO12P2S8
Method: DFT, the ωB97M-V functional and the def2-TZVPD basis

Geometry as ORCA input:
```
! wB97M-V def2-TZVPD RIJCOSX def2/J DEFGRID3
* xyz 1 1
C -0.086 0.769 2.549
C 0.137 0.731 1.323
C 1.090 -0.189 0.659
C 0.341 -1.535 0.567
C -1.148 -1.439 0.515
F -1.656 -1.460 1.742
N 2.272 -0.450 1.513
C 3.396 0.508 1.431
I 5.033 -0.655 2.362
C 3.102 1.767 2.241
C 4.262 2.531 2.856
P 4.276 2.267 4.642
O 3.754 0.984 5.017
O 3.371 3.408 5.148
C 2.540 3.078 6.276
C 1.227 2.505 5.878
O 5.664 2.539 5.272
C 6.745 1.654 4.917
C 6.758 0.404 5.699
C 3.806 0.875 -0.034
P 5.643 0.740 -0.329
C 6.287 2.453 -0.176
C 6.077 0.277 -2.061
C 2.918 0.181 -1.100
F 3.116 0.891 -2.221
C 3.227 -1.266 -1.274
C 3.034 -1.742 -2.688
C 3.489 -3.129 -2.862
F 3.779 -3.270 -4.125
F 4.589 -3.392 -2.208
C 2.388 -4.170 -2.541
F 1.451 -3.662 -1.801
F 1.821 -4.468 -3.653
C 2.884 -5.477 -1.940
F 1.934 -6.335 -2.121
F 3.878 -5.931 -2.564
C 3.147 -5.415 -0.410
F 4.178 -6.067 -0.109
F 2.178 -5.939 0.204
F 3.282 -4.197 0.005
C 1.457 0.440 -0.688
C 0.408 0.181 -1.759
C -0.594 1.328 -1.895
C -2.024 0.823 -1.846
O -2.573 1.209 -0.618
C -2.967 2.554 -0.598
H 0.554 0.337 3.270
H -0.931 1.253 2.943
H -0.426 1.362 0.706
H 0.569 -2.087 1.452
H 0.665 -2.138 -0.254
H -1.509 -2.322 0.037
H -1.530 -0.633 -0.060
H 2.025 -0.558 2.495
H 2.653 -1.355 1.250
H 2.497 1.469 3.055
H 2.586 2.433 1.599
H 4.037 3.566 2.756
H 5.208 2.395 2.391
H 2.331 4.003 6.748
H 3.038 2.488 7.004
H 1.365 1.928 4.998
H 0.888 1.820 6.612
H 0.497 3.255 5.704
H 7.631 2.183 5.159
H 6.779 1.498 3.859
H 7.693 -0.091 5.621
H 6.028 -0.282 5.351
H 6.537 0.569 6.723
H 3.564 1.906 -0.135
H 5.552 3.204 -0.363
H 6.783 2.587 0.750
H 7.044 2.542 -0.914
H 6.371 1.150 -2.591
H 6.928 -0.348 -2.047
H 5.300 -0.163 -2.634
H 4.248 -1.453 -1.047
H 2.665 -1.917 -0.643
H 2.002 -1.679 -2.935
H 3.588 -1.158 -3.372
H 1.464 1.489 -0.522
H 0.873 0.100 -2.704
H -0.154 -0.720 -1.627
H -0.462 1.785 -2.844
H -0.430 2.098 -1.182
H -2.607 1.167 -2.670
H -2.064 -0.245 -1.886
H -3.704 2.776 -1.367
H -2.135 3.229 -0.645
H -3.457 2.723 0.325
C -1.010 -4.265 -5.527
S -0.571 -3.146 -6.861
O -1.655 -2.142 -6.964
C -0.810 -4.330 -8.188
H -0.964 -3.708 -4.595
H -2.020 -4.645 -5.676
H -0.297 -5.089 -5.493
H -1.834 -4.703 -8.167
H -0.104 -5.152 -8.072
H -0.625 -3.821 -9.130
C -3.443 -3.899 5.641
S -2.760 -2.261 5.360
O -2.915 -1.501 6.623
C -4.027 -1.691 4.231
H -2.804 -4.413 6.355
H -4.450 -3.811 6.046
H -3.457 -4.452 4.701
H -5.001 -1.738 4.716
H -4.021 -2.310 3.334
H -3.807 -0.660 3.959
C 4.080 4.525 -5.306
S 2.847 5.478 -4.422
O 2.658 4.839 -3.086
C 1.512 4.946 -5.476
H 5.029 4.659 -4.809
H 3.801 3.471 -5.295
H 4.152 4.891 -6.330
H 1.434 3.859 -5.450
H 1.699 5.286 -6.493
H 0.586 5.383 -5.114
C -7.135 0.072 1.949
S -6.453 1.625 2.518
O -5.101 1.336 3.072
C -7.567 1.816 3.911
H -6.550 -0.259 1.092
H -7.078 -0.671 2.740
H -8.170 0.220 1.648
H -7.478 0.954 4.573
H -8.589 1.907 3.543
H -7.288 2.721 4.444
C -0.340 2.703 -9.722
S -0.308 1.949 -8.095
O -0.695 2.997 -7.111
C 1.477 1.761 -8.006
H -1.374 2.941 -9.960
H 0.255 3.615 -9.718
H 0.049 1.997 -10.454
H 1.957 2.734 -8.114
H 1.809 1.086 -8.794
H 1.722 1.336 -7.035
C 3.204 -3.995 8.114
S 3.861 -2.896 6.857
O 5.279 -2.631 7.200
C 2.917 -1.451 7.346
H 3.698 -4.958 8.012
H 3.404 -3.583 9.102
H 2.132 -4.118 7.963
H 3.137 -1.207 8.386
H 1.853 -1.655 7.220
H 3.213 -0.624 6.700
C -4.065 2.828 -5.237
S -5.369 3.749 -4.421
O -5.592 3.140 -3.085
C -6.665 3.154 -5.509
H -3.134 3.003 -4.703
H -4.302 1.764 -5.217
H -3.960 3.173 -6.265
H -6.710 2.066 -5.467
H -6.462 3.486 -6.527
H -7.608 3.574 -5.170
C -11.162 -2.942 2.414
S -10.477 -1.385 2.982
O -9.131 -1.677 3.537
C -11.588 -1.183 4.375
H -10.578 -3.274 1.559
H -11.100 -3.682 3.211
H -12.198 -2.793 2.111
H -11.498 -2.039 5.042
H -12.610 -1.089 4.012
H -11.305 -0.275 4.903
*
```

* molecular weight: 1469.57 g/mol
* HOMO-LUMO gap: 7.51 eV
* E_HOMO: -9.87 eV

Mulliken atomic charge list, values in e, 5 entries: atom 1 (C): -1.99, atom 2 (C): -0.43, atom 3 (C): 1.00, atom 4 (C): -0.39, atom 5 (C): -0.59

---

> The highest HOMO-LUMO gap belongs to which entry?

C43H88BBr2F4N8O13S

---

> Among the records above, which one has the highest E_HOMO?

C43H92F11INO12P2S8

---

> Look up the E_HOMO of the second one.

-9.87 eV

---

> Which of these has the lowest HOMO-LUMO gap?

C43H92F11INO12P2S8